Record 1
A molecular structure, C35H34IrN4O4. Source: the Open Molecules 2025 dataset; level of theory: ωB97M-V/def2-TZVPD.

XYZ file:
```
78
Properties=species:S:1:pos:R:3:forces:R:3:lowdin_charge:R:1
Ir 0.515 -1.388 0.318 -1.903 1.601 -1.329 1.38
C 3.389 -1.203 3.623 0.020 -0.023 0.098 0.00
C 2.003 -0.896 3.105 0.014 -0.116 -0.029 -0.38
O 1.511 -1.705 2.312 0.523 -0.590 -0.155 -0.08
C 1.295 0.283 3.541 0.044 0.110 0.115 -0.11
C 1.655 0.921 4.749 -0.018 -0.125 -0.108 -0.06
C 0.948 1.980 5.249 -0.171 0.117 -0.091 -0.12
C -0.159 2.459 4.508 0.148 -0.042 0.143 -0.10
C -0.509 1.902 3.313 -0.021 -0.072 -0.043 -0.01
C 0.194 0.773 2.771 -0.106 0.109 -0.077 -0.34
O -0.192 0.299 1.650 0.882 -0.068 0.750 -0.17
H 3.827 -1.955 2.970 -0.004 0.010 -0.014 0.08
H 3.337 -1.602 4.639 0.003 0.025 -0.021 0.09
H 4.011 -0.307 3.641 -0.008 -0.025 0.021 0.09
H 2.484 0.520 5.323 0.022 0.039 -0.058 0.10
H 1.222 2.436 6.191 -0.027 -0.012 -0.005 0.09
H -0.748 3.279 4.905 0.044 0.047 -0.036 0.10
H -1.346 2.278 2.734 0.051 -0.004 0.008 0.11
C -3.010 1.910 -2.995 -0.027 -0.015 0.022 -0.08
C -2.706 1.585 -1.529 0.202 0.119 -0.055 -0.21
C -1.411 2.200 -1.026 -0.066 -0.088 -0.073 -0.14
C -1.442 3.579 -0.827 -0.003 0.020 -0.040 -0.06
C -0.364 4.259 -0.299 -0.014 -0.027 0.055 -0.08
C 0.770 3.542 0.039 0.007 -0.027 -0.039 -0.05
C 0.866 2.170 -0.173 0.161 0.079 -0.154 -0.16
C 2.199 1.545 0.163 -0.007 0.128 -0.126 -0.20
C 3.287 1.961 -0.832 -0.014 0.091 0.009 -0.08
C -0.231 1.489 -0.727 -0.320 -0.158 0.162 -0.12
N -0.228 0.061 -0.931 -0.184 -0.413 -0.020 -0.01
C -0.669 -0.406 -2.052 0.191 0.238 -0.405 -0.09
C -0.722 -1.799 -2.211 -0.177 0.275 -0.321 -0.33
C -1.157 -2.648 -3.222 0.029 -0.440 -0.054 -0.04
C -0.875 -3.946 -2.764 -0.070 0.250 0.034 -0.10
C -0.275 -3.804 -1.503 0.017 -0.006 -0.110 -0.16
N -0.202 -2.505 -1.179 0.899 -1.329 -0.205 -0.14
H -3.952 1.447 -3.300 0.034 0.030 0.015 0.07
H -2.224 1.559 -3.665 -0.019 0.021 0.002 0.06
H -3.100 2.989 -3.140 0.008 -0.022 -0.010 0.07
H -2.715 0.510 -1.374 -0.052 -0.047 0.038 0.08
H -3.519 1.994 -0.923 0.005 -0.059 0.027 0.11
H -2.351 4.117 -1.080 0.018 -0.030 0.042 0.11
H -0.413 5.329 -0.132 0.003 -0.019 0.006 0.10
H 1.619 4.051 0.483 -0.008 -0.019 -0.025 0.11
H 2.130 0.467 0.155 0.023 -0.037 0.097 0.04
H 2.479 1.853 1.174 0.000 0.009 0.034 0.12
H 2.976 1.728 -1.853 0.036 0.028 0.076 0.06
H 4.224 1.436 -0.621 -0.035 0.013 -0.003 0.07
H 3.484 3.036 -0.780 -0.001 -0.048 -0.008 0.07
H -0.908 0.240 -2.883 -0.107 0.150 0.116 0.13
H -1.609 -2.353 -4.158 0.022 -0.030 0.070 0.10
H -1.088 -4.880 -3.262 0.028 0.035 -0.008 0.08
H 0.104 -4.570 -0.843 0.014 0.032 0.000 0.11
O 3.355 -2.690 0.071 -0.090 0.067 0.108 0.01
C 3.282 -2.024 -0.945 -0.297 0.282 -0.316 -0.51
C 4.415 -1.937 -1.961 -0.045 0.020 -0.142 -0.10
C 3.810 -1.127 -3.094 0.134 -0.112 -0.023 -0.10
C 2.453 -0.690 -2.556 -0.409 0.069 0.218 -0.51
O 1.720 0.065 -3.184 0.109 -0.077 0.064 0.02
N 2.202 -1.245 -1.329 1.257 -0.240 0.763 0.05
H 4.734 -2.940 -2.244 0.002 -0.004 0.042 0.11
H 5.262 -1.438 -1.486 0.007 -0.027 0.023 0.11
H 3.648 -1.714 -3.999 -0.015 0.030 -0.019 0.12
H 4.381 -0.241 -3.371 -0.024 0.020 -0.017 0.11
C -1.045 -2.336 1.304 -0.389 1.435 0.013 -0.20
C -2.388 -1.820 0.863 0.555 -0.491 0.495 -0.25
C -2.940 -0.667 1.434 -0.140 0.215 0.014 -0.03
C -4.107 -0.106 0.946 0.170 -0.001 0.271 -0.05
C -4.778 -0.705 -0.116 -0.565 0.243 -0.199 -0.27
C -4.299 -1.900 -0.634 0.196 -0.233 -0.028 -0.03
C -3.128 -2.454 -0.133 -0.195 -0.041 -0.312 -0.04
C -5.954 -0.075 -0.688 0.461 -0.311 0.246 -0.20
N -6.880 0.426 -1.156 -0.028 0.034 -0.004 0.13
H -0.828 -3.365 1.031 -0.413 -0.207 0.362 0.05
H -0.795 -2.071 2.329 -0.477 -0.427 0.234 0.05
H -2.421 -0.188 2.250 0.013 0.037 -0.012 0.10
H -4.494 0.809 1.377 0.011 -0.007 0.006 0.12
H -4.834 -2.392 -1.436 0.017 -0.006 -0.014 0.11
H -2.774 -3.392 -0.543 0.071 0.047 -0.093 0.10
```
Forces are in eV/Å.

The energy above the lowest of the compared OMol25 structures with the same formula, charge and spin is 279.8 kJ/mol. As for the charge: -1. The calculation puts the lowest unoccupied orbital energy at 0.0971 Eh. The calculation puts the energy at -53838.549 eV.



Record 2
4 unconnected molecules or ions with the total composition C30H40BN3O17PS. Source: the Open Molecules 2025 dataset; level of theory: ωB97M-V/def2-TZVPD.

XYZ file:
```
93
Properties=species:S:1:pos:R:3:forces:R:3:lowdin_charge:R:1
C 3.932 -3.847 -3.792 -0.397 0.123 -0.035 -0.04
C 4.021 -4.141 -2.291 0.055 -0.093 0.077 -0.39
O 5.218 -4.899 -2.027 -0.390 -0.281 0.129 -0.05
C 3.998 -2.898 -1.404 -0.117 -0.101 -0.041 -0.06
C 2.646 -2.448 -0.807 0.407 0.316 -0.031 -0.37
C 1.605 -1.952 -1.833 0.221 -0.194 -0.275 -0.10
C 0.753 -2.946 -2.648 0.016 0.080 0.193 -0.17
C -0.178 -3.893 -1.871 -0.167 0.075 0.039 -0.18
C 0.235 -5.368 -1.752 -0.068 -0.108 0.030 -0.26
N 0.868 -5.913 -2.961 0.066 0.268 0.002 0.00
O 2.160 -3.505 -0.003 -0.473 0.059 -0.227 -0.02
B 1.823 -2.936 1.316 0.275 0.240 -0.086 -0.98
C 0.300 -2.320 1.432 -0.409 -0.217 0.010 -0.08
O 0.275 -1.035 2.129 0.172 0.188 0.246 -0.13
N 0.323 -1.168 3.473 0.148 -0.267 -0.289 -0.02
O 0.580 -0.133 3.991 -0.166 0.280 -0.005 0.02
P 2.147 -4.449 2.588 -0.356 0.075 0.298 0.42
S 1.005 -4.776 4.186 0.088 0.020 -0.068 -0.07
O 2.821 -1.881 1.494 0.066 -0.099 0.194 -0.01
C 2.935 -1.272 0.229 -0.130 -0.145 0.262 -0.28
C 4.264 -0.543 0.170 0.174 0.229 0.140 -0.14
C 4.447 0.360 -1.056 -0.036 0.148 0.014 -0.28
N 5.827 0.555 -1.516 -0.023 -0.059 0.000 -0.01
H 3.583 -2.828 -3.984 0.093 -0.037 0.023 0.07
H 3.223 -4.513 -4.288 0.141 -0.098 -0.007 0.07
H 4.912 -3.975 -4.260 -0.046 0.088 -0.021 0.07
H 3.212 -4.805 -1.992 -0.050 0.016 0.045 0.12
H 5.927 -4.486 -2.516 0.338 0.187 -0.128 0.07
H 4.629 -3.133 -0.543 -0.051 0.013 -0.057 0.13
H 4.466 -2.073 -1.955 -0.013 -0.020 0.086 0.11
H 0.925 -1.256 -1.334 0.014 -0.059 0.051 0.11
H 2.170 -1.347 -2.559 -0.149 0.081 0.048 0.11
H 0.119 -2.314 -3.281 0.082 -0.062 -0.036 0.10
H 1.361 -3.531 -3.331 0.123 -0.118 -0.045 0.07
H -1.176 -3.870 -2.327 0.115 0.060 -0.090 0.10
H -0.308 -3.513 -0.857 -0.097 -0.118 -0.064 0.08
H -0.672 -5.940 -1.516 0.061 0.049 0.158 0.10
H 0.909 -5.492 -0.903 0.137 0.104 -0.149 0.10
H 0.196 -6.356 -3.569 -0.045 -0.049 -0.047 0.06
H 1.578 -6.590 -2.732 0.029 -0.136 0.039 0.06
H -0.115 -2.054 0.457 0.078 0.017 0.087 0.09
H -0.438 -2.972 1.915 0.139 0.011 0.024 0.09
H 2.158 -5.589 1.766 0.115 -0.089 -0.155 -0.06
H 3.517 -4.390 2.901 0.120 -0.012 -0.022 -0.05
H 2.152 -0.501 0.138 -0.098 -0.098 -0.176 0.14
H 4.280 0.087 1.068 0.099 -0.118 -0.020 0.12
H 5.104 -1.237 0.274 -0.123 -0.006 -0.101 0.11
H 4.054 1.354 -0.821 -0.143 -0.068 -0.109 0.11
H 3.872 -0.016 -1.905 -0.004 0.079 0.036 0.09
H 6.168 -0.306 -1.926 0.038 -0.069 0.021 0.05
H 6.420 0.734 -0.715 0.073 0.054 0.035 0.06
C -0.297 3.741 -0.446 -0.023 -0.021 -0.042 0.08
C -0.416 5.041 -0.166 -0.050 -0.003 0.118 -0.24
C -0.099 5.626 1.192 0.043 -0.076 0.059 -0.32
O -0.242 6.839 1.283 -0.032 0.077 0.025 0.08
C 0.329 4.751 2.239 0.251 0.122 -0.093 0.05
C 0.442 3.429 1.988 0.138 0.157 -0.393 -0.25
C 0.143 2.844 0.607 0.130 0.003 0.054 -0.30
O 0.290 1.648 0.458 0.015 0.176 0.101 0.10
O 0.809 2.572 2.899 0.295 -0.229 0.139 0.13
O -0.836 5.967 -1.024 0.027 -0.087 -0.357 0.07
H -0.521 3.321 -1.417 0.005 0.004 0.003 0.14
H 0.538 5.176 3.210 0.014 -0.056 0.032 0.14
H 0.824 1.650 2.556 -0.084 0.038 0.020 0.11
H -0.821 6.805 -0.514 0.027 0.057 0.132 0.12
C -2.317 0.865 2.270 -0.003 0.078 -0.121 0.08
C -2.491 1.897 3.105 -0.210 -0.218 0.137 -0.21
C -3.410 1.822 4.309 0.061 -0.013 -0.044 -0.31
O -3.480 2.829 4.994 -0.025 0.026 0.005 0.09
C -4.132 0.599 4.566 -0.079 -0.049 0.029 0.07
C -3.955 -0.440 3.732 0.123 0.070 -0.043 -0.23
C -3.034 -0.363 2.530 0.280 0.233 -0.030 -0.30
O -2.946 -1.358 1.840 -0.223 -0.254 -0.018 0.12
O -4.546 -1.613 3.857 -0.140 -0.052 0.144 0.12
O -1.894 3.072 2.974 -0.432 -0.104 -0.056 0.09
H -1.656 0.897 1.413 -0.025 -0.056 0.082 0.12
H -4.785 0.556 5.425 0.010 -0.026 0.005 0.13
H -4.197 -2.167 3.129 0.059 -0.008 -0.064 0.12
H -2.197 3.611 3.730 -0.053 0.067 0.095 0.13
C -5.783 5.126 0.116 -0.028 -0.017 0.070 0.07
C -6.887 5.097 -0.645 0.063 -0.013 -0.082 -0.24
C -6.836 5.145 -2.161 0.024 0.004 0.021 -0.32
O -7.916 5.099 -2.729 -0.020 0.010 -0.028 0.09
C -5.559 5.251 -2.815 0.030 -0.017 -0.090 0.07
C -4.446 5.288 -2.060 -0.087 0.071 0.127 -0.22
C -4.498 5.202 -0.540 0.030 -0.048 -0.161 -0.30
O -3.423 5.202 0.025 -0.031 0.041 0.234 0.12
O -3.231 5.409 -2.548 0.001 0.001 -0.112 0.12
O -8.119 5.020 -0.174 -0.026 -0.008 0.213 0.11
H -5.811 5.080 1.196 -0.017 -0.005 -0.001 0.14
H -5.534 5.306 -3.894 0.032 -0.004 0.001 0.13
H -2.590 5.466 -1.803 0.013 -0.006 -0.012 0.09
H -8.700 5.008 -0.961 -0.017 0.000 -0.103 0.12
```
Forces are in eV/Å.

The energy above the lowest of the compared OMol25 structures with the same formula, charge and spin is 14.2 kJ/mol. As for the charge: -1. The calculation puts the lowest unoccupied orbital energy at -0.0029 Eh. The calculation puts the energy at -91837.279 eV.



Record 3
3 unconnected molecules or ions with the total composition C24H46BBr2ClNO15P2S. Source: the Open Molecules 2025 dataset; level of theory: ωB97M-V/def2-TZVPD.

XYZ file:
```
93
Properties=species:S:1:pos:R:3:forces:R:3:lowdin_charge:R:1
C 1.805 0.083 3.297 -0.525 0.220 0.157 -0.09
C 1.572 1.519 2.782 0.549 -0.437 -0.299 -0.32
C 1.942 1.587 1.298 -1.010 0.098 0.247 -0.52
Br 2.614 3.407 0.828 -0.047 -0.121 0.086 0.68
B 0.715 1.047 0.282 0.824 0.120 0.061 -0.84
C 1.390 -0.250 -0.476 -0.431 0.416 -0.494 -0.08
C 2.280 0.186 -1.659 0.021 -0.620 0.026 -0.21
C 1.842 -0.460 -2.967 -0.398 -0.092 0.262 -0.21
S 2.132 -2.226 -2.971 1.648 0.131 -0.465 0.60
O 2.873 -2.634 -1.817 -0.433 -0.071 0.505 -0.28
O 2.749 -2.598 -4.218 -0.425 -0.007 -0.383 -0.31
O 0.674 -2.864 -2.947 -0.376 0.462 0.200 -0.16
O -0.575 0.796 0.952 0.221 -0.056 0.746 0.04
C -1.610 1.043 0.080 0.376 -0.444 -1.526 -0.45
C -1.724 -0.079 -1.002 -0.259 -0.310 0.517 -0.17
C -1.866 -1.489 -0.512 -0.018 -0.118 0.419 -0.23
N -1.685 -1.888 0.680 -0.106 0.047 -0.232 0.13
C -2.995 1.121 0.694 -0.307 0.656 0.496 -0.13
C -3.113 1.852 2.024 -0.062 -0.079 0.239 -0.23
C -4.271 1.365 2.909 0.267 0.289 -0.089 -0.19
C -5.515 0.895 2.160 0.077 0.106 0.172 -0.22
C -6.821 1.170 2.903 -0.243 -0.942 -0.650 -0.16
C -7.956 0.324 2.318 0.036 0.072 0.084 -0.17
O -8.699 -0.350 3.362 -0.336 -0.359 -0.019 -0.05
C -8.852 -1.689 3.138 -2.213 -1.270 -1.232 -0.49
C -7.708 -2.546 3.629 -0.140 0.632 -0.186 0.02
O -9.854 -2.168 2.589 2.421 1.421 1.442 0.08
C -1.043 2.305 -0.718 -1.316 0.888 1.178 -0.70
P -1.524 2.380 -2.563 1.092 -1.028 -0.095 0.67
O -1.053 3.914 -2.928 -0.525 0.106 0.186 -0.39
Cl -3.624 2.441 -2.626 -0.065 0.423 -0.012 0.22
P -1.302 4.082 -0.082 0.238 0.140 -0.375 0.65
O -2.970 4.196 -0.133 0.389 -0.222 0.298 -0.42
Br -0.810 4.158 2.115 -0.118 -0.006 -0.144 0.39
O 0.318 2.161 -0.682 0.375 -0.323 -0.858 -0.16
H 2.387 -0.520 2.608 0.267 -0.072 -0.039 0.06
H 0.844 -0.411 3.409 -0.120 -0.209 -0.061 0.07
H 2.272 0.080 4.277 0.216 -0.036 0.106 0.06
H 0.525 1.738 2.931 -0.136 0.433 0.000 0.05
H 2.197 2.228 3.315 -0.034 0.103 0.321 0.08
H 2.833 0.987 1.183 0.318 0.035 -0.255 0.05
H 0.636 -0.934 -0.862 -0.040 -0.169 0.068 0.06
H 1.971 -0.854 0.210 0.117 -0.074 0.249 0.09
H 2.251 1.259 -1.829 0.006 0.200 0.061 0.11
H 3.312 -0.115 -1.514 0.272 0.201 0.189 0.11
H 2.403 -0.110 -3.826 0.079 -0.024 -0.199 0.10
H 0.783 -0.299 -3.137 -0.199 0.002 -0.189 0.09
H 0.784 -3.820 -3.007 -0.014 -0.279 -0.005 0.09
H -2.615 0.098 -1.603 -0.131 0.124 -0.202 0.08
H -0.879 -0.075 -1.683 0.089 0.087 -0.151 0.07
H -2.177 -2.205 -1.278 0.084 0.012 -0.284 0.11
H -1.852 -2.892 0.702 0.011 -0.083 0.146 0.04
H -3.646 1.586 -0.041 -0.091 0.099 -0.155 0.07
H -3.393 0.123 0.843 0.280 -0.379 -0.060 0.10
H -2.174 1.717 2.549 0.098 -0.087 0.219 0.07
H -3.214 2.922 1.901 -0.107 0.126 -0.298 0.04
H -3.889 0.585 3.563 -0.179 -0.352 0.060 0.11
H -4.558 2.174 3.579 -0.002 0.211 0.103 0.11
H -5.570 1.355 1.175 0.036 0.120 -0.150 0.12
H -5.425 -0.174 1.984 -0.075 -0.231 -0.087 0.10
H -7.114 2.207 2.794 0.216 0.338 0.456 0.11
H -6.720 0.864 3.939 0.007 0.309 0.295 0.12
H -8.657 0.930 1.754 -0.214 0.048 -0.053 0.12
H -7.570 -0.429 1.636 0.152 -0.125 -0.122 0.12
H -7.599 -3.399 2.976 0.069 -0.236 -0.042 0.09
H -7.902 -2.877 4.643 -0.191 -0.103 0.178 0.09
H -6.807 -1.943 3.666 0.242 -0.058 -0.085 0.08
H -1.717 4.377 -3.446 0.004 0.113 -0.199 0.04
H -3.136 4.836 -0.828 -0.302 0.282 -0.020 0.01
C 4.775 -9.122 -0.127 0.021 -0.165 0.118 -0.05
O 4.130 -8.582 -1.278 -0.034 -0.090 0.000 0.00
C 4.404 -7.289 -1.495 -0.076 -0.029 -0.095 -0.63
O 5.122 -6.609 -0.816 0.124 0.065 0.096 0.13
O 3.750 -6.908 -2.583 -0.077 0.033 -0.176 0.01
C 3.936 -5.526 -2.942 -0.022 0.086 -0.088 -0.03
H 4.472 -10.164 -0.065 -0.067 0.012 -0.098 0.09
H 5.857 -9.065 -0.229 0.005 0.092 0.042 0.09
H 4.458 -8.599 0.774 0.074 0.070 -0.007 0.10
H 4.984 -5.323 -3.152 0.028 0.008 0.110 0.10
H 3.577 -4.873 -2.154 0.115 0.031 0.099 0.07
H 3.357 -5.352 -3.844 -0.044 -0.159 -0.007 0.09
C 8.538 4.604 -3.700 0.135 -0.001 -0.142 -0.05
O 7.832 5.451 -2.798 0.077 0.069 -0.062 -0.01
C 6.941 4.804 -2.034 -0.049 0.128 0.069 -0.63
O 6.726 3.624 -2.070 0.008 -0.171 -0.028 0.13
O 6.355 5.692 -1.246 -0.035 0.140 0.078 0.00
C 5.360 5.144 -0.361 -0.106 0.000 0.116 -0.07
H 9.220 5.243 -4.254 -0.038 0.095 0.058 0.09
H 9.108 3.852 -3.158 -0.077 -0.069 -0.002 0.10
H 7.852 4.121 -4.394 -0.014 -0.083 0.061 0.10
H 5.807 4.416 0.311 -0.017 -0.098 -0.078 0.09
H 4.552 4.686 -0.923 0.067 -0.106 -0.043 0.05
H 4.968 5.975 0.218 0.091 0.093 -0.077 0.09
```
Forces are in eV/Å.

As for the charge: -1. The calculation puts the lowest unoccupied orbital energy at 0.0775 Eh. The calculation puts the energy at -240538.198 eV.



Short version: maximum force = 2.82 0.53 3.16 eV/Å, in the order given.
Short version: HOMO level = -4.56 -4.65 -5.40 eV, in the order given.